DFT (the ωB97M-V functional and the def2-TZVPD basis) results for one molecule with the formula C21H32N2O4S.

Each line ends with the natural charge from an NBO analysis.
Geometry (Å):
C -5.47 -1.12 0.49  -0.609
C -4.43 -1.41 -0.58  -0.394
C -3.21 -0.48 -0.51  -0.395
C -2.41 -0.59 0.79  -0.063
C -1.76 -1.95 0.99  -0.618
N -1.38 0.44 0.80  -0.622
C -1.31 1.42 1.72  0.673
O -2.15 1.62 2.57  -0.625
C -0.08 2.30 1.59  -0.636
S 1.46 1.37 1.27  0.263
C 1.38 0.06 2.45  -0.037
C 0.65 0.20 3.62  -0.264
C 0.54 -0.85 4.52  -0.168
C 1.16 -2.06 4.26  -0.230
C 1.91 -2.20 3.11  -0.135
C 2.04 -1.15 2.20  -0.238
C 2.90 -1.40 1.02  0.791
O 3.18 -2.50 0.61  -0.578
O 3.34 -0.26 0.47  -0.520
C 4.15 -0.37 -0.70  -0.176
C 3.37 -0.22 -2.01  0.659
O 3.90 -0.42 -3.08  -0.627
N 2.09 0.14 -1.85  -0.645
C 1.16 0.34 -2.94  -0.067
C 0.24 -0.88 -3.04  -0.595
C 0.35 1.63 -2.73  -0.384
C 1.11 2.92 -3.06  -0.394
C 2.32 3.17 -2.17  -0.606
H -5.76 -0.07 0.47  0.205
H -6.36 -1.72 0.32  0.212
H -5.10 -1.35 1.48  0.201
H -4.89 -1.28 -1.57  0.205
H -4.10 -2.45 -0.51  0.196
H -2.55 -0.70 -1.35  0.197
H -3.55 0.55 -0.61  0.208
H -3.05 -0.35 1.65  0.233
H -1.14 -1.94 1.88  0.222
H -1.13 -2.21 0.14  0.202
H -2.51 -2.72 1.11  0.216
H -0.62 0.33 0.14  0.396
H -0.18 2.96 0.73  0.254
H 0.03 2.92 2.49  0.244
H 0.15 1.13 3.86  0.232
H -0.04 -0.72 5.42  0.223
H 1.06 -2.89 4.95  0.222
H 2.42 -3.13 2.88  0.240
H 4.89 0.43 -0.64  0.220
H 4.66 -1.34 -0.71  0.240
H 1.77 0.36 -0.91  0.415
H 1.76 0.42 -3.85  0.228
H -0.42 -0.79 -3.90  0.210
H 0.84 -1.78 -3.16  0.224
H -0.37 -0.98 -2.15  0.187
H -0.53 1.58 -3.37  0.213
H 0.01 1.67 -1.69  0.180
H 0.41 3.75 -2.96  0.200
H 1.43 2.88 -4.10  0.202
H 2.71 4.17 -2.35  0.212
H 2.06 3.09 -1.12  0.193
H 3.12 2.46 -2.38  0.210

As for the total charge: 0. As for the HOMO energy: -8.948 eV. As for the gap between HOMO and LUMO: 9.065 eV. For the total energy, the calculation gives -44303.9259 eV. The strongest force on any atom comes out at 0.016 hartree/bohr. The value obtained for the LUMO energy is 0.1 eV. The SMILES is CCC[C@@H](C)NC(=O)CSc1ccccc1C(=O)OCC(=O)N[C@@H](C)CCC.

DFT (the ωB97M-V functional and the def2-TZVPD basis) results for a 12-piece molecular cluster, C168H96O24 overall in a non-equilibrium geometry.

Each line ends with the Löwdin charge.
Geometry (Å):
O -2.13 -1.49 -5.58  0.093
C -3.27 -1.10 -5.48  -0.270
C -3.99 -0.64 -6.66  -0.101
C -3.42 -1.09 -7.81  0.014
C -4.06 -0.79 -9.03  -0.039
C -5.35 -0.26 -9.00  -0.052
C -5.96 0.13 -7.79  0.002
C -5.29 -0.08 -6.60  -0.068
C -5.94 0.03 -5.25  -0.272
O -7.12 0.37 -5.23  0.059
C -5.21 -0.24 -4.02  -0.075
C -5.84 -0.03 -2.79  0.008
C -5.20 -0.42 -1.64  -0.059
C -3.98 -1.05 -1.77  -0.059
C -3.29 -1.26 -2.95  0.014
C -3.93 -0.87 -4.13  -0.037
H -2.46 -1.53 -7.73  0.113
H -3.74 -1.04 -10.01  0.101
H -5.92 -0.06 -9.91  0.115
H -6.95 0.55 -7.81  0.122
H -6.79 0.52 -2.66  0.126
H -5.58 -0.21 -0.66  0.104
H -3.50 -1.37 -0.85  0.102
H -2.29 -1.72 -2.99  0.099
O 8.05 -1.78 6.74  0.106
C 7.26 -1.96 5.83  -0.287
C 6.30 -3.12 5.96  -0.050
C 6.14 -3.78 7.21  0.020
C 5.19 -4.74 7.33  -0.077
C 4.43 -5.11 6.27  -0.048
C 4.54 -4.43 5.07  -0.028
C 5.46 -3.48 4.92  -0.139
C 5.50 -2.74 3.66  -0.301
O 5.13 -3.15 2.60  0.119
C 6.10 -1.34 3.71  -0.072
C 5.85 -0.46 2.65  -0.004
C 6.43 0.82 2.62  -0.060
C 7.39 1.15 3.54  -0.050
C 7.67 0.27 4.65  0.023
C 7.04 -0.98 4.71  -0.088
H 6.64 -3.37 8.08  0.129
H 5.03 -5.18 8.29  0.113
H 3.67 -5.89 6.43  0.115
H 3.99 -4.74 4.19  0.118
H 5.09 -0.81 1.97  0.082
H 6.14 1.53 1.83  0.118
H 7.90 2.13 3.45  0.117
H 8.47 0.46 5.35  0.114
O 5.00 3.66 4.16  0.060
C 3.92 4.25 4.39  -0.206
C 3.11 4.76 3.19  -0.081
C 3.57 4.50 1.90  -0.009
C 2.73 4.81 0.86  -0.029
C 1.48 5.50 1.09  -0.044
C 1.14 5.89 2.37  -0.020
C 1.91 5.43 3.45  -0.083
C 1.58 5.76 4.89  -0.239
O 0.60 6.46 5.13  0.082
C 2.30 5.11 6.06  -0.100
C 1.86 5.31 7.38  0.008
C 2.47 4.63 8.46  -0.052
C 3.53 3.82 8.18  -0.072
C 4.03 3.68 6.89  0.020
C 3.43 4.37 5.82  -0.088
H 4.44 3.89 1.75  0.112
H 3.06 4.54 -0.15  0.114
H 0.79 5.57 0.22  0.112
H 0.15 6.37 2.64  0.135
H 0.96 5.90 7.52  0.116
H 2.13 4.78 9.52  0.127
H 3.94 3.27 8.98  0.098
H 4.89 3.15 6.59  0.102
O -0.57 -0.76 0.65  0.117
C -0.91 -0.74 1.80  -0.275
C -0.23 -1.50 2.80  -0.093
C 0.83 -2.28 2.41  0.025
C 1.38 -3.12 3.37  -0.054
C 1.05 -3.05 4.73  -0.036
C 0.04 -2.19 5.12  -0.006
C -0.65 -1.50 4.15  -0.066
C -1.67 -0.48 4.58  -0.255
O -2.07 -0.43 5.74  0.102
C -2.34 0.38 3.54  -0.074
C -3.32 1.31 3.87  -0.001
C -4.08 1.81 2.81  -0.043
C -3.78 1.60 1.45  -0.032
C -2.75 0.73 1.16  -0.023
C -2.06 0.18 2.18  -0.083
H 1.26 -2.23 1.46  0.100
H 2.15 -3.77 2.99  0.096
H 1.65 -3.75 5.37  0.120
H -0.24 -2.08 6.16  0.128
H -3.58 1.63 4.87  0.127
H -4.92 2.43 3.05  0.100
H -4.43 2.03 0.66  0.115
H -2.33 0.42 0.21  0.106
O 6.64 -6.94 0.44  0.068
C 6.83 -6.65 1.63  -0.224
C 7.45 -5.33 1.98  -0.099
C 7.78 -4.48 0.93  0.013
C 8.50 -3.27 1.25  -0.036
C 8.96 -3.11 2.57  -0.064
C 8.72 -4.06 3.56  -0.025
C 7.92 -5.14 3.30  -0.101
C 7.68 -6.23 4.33  -0.256
O 8.34 -6.16 5.37  0.094
C 6.77 -7.35 4.02  -0.110
C 6.38 -8.17 5.08  0.014
C 5.47 -9.22 4.83  -0.039
C 5.25 -9.59 3.50  -0.068
C 5.66 -8.73 2.48  -0.045
C 6.33 -7.59 2.73  -0.096
H 7.34 -4.68 -0.06  0.119
H 8.64 -2.39 0.59  0.117
H 9.61 -2.21 2.77  0.128
H 9.03 -3.96 4.62  0.138
H 6.65 -7.75 6.09  0.135
H 5.04 -9.89 5.59  0.115
H 4.76 -10.55 3.28  0.118
H 5.43 -8.98 1.42  0.133
O -7.88 6.06 -0.18  0.076
C -7.02 5.37 -0.76  -0.265
C -7.40 4.51 -1.93  -0.084
C -8.74 4.29 -2.25  -0.011
C -9.03 3.40 -3.22  -0.038
C -8.02 2.83 -4.06  -0.031
C -6.73 3.16 -3.77  -0.061
C -6.42 3.99 -2.74  -0.101
C -4.95 4.16 -2.44  -0.281
O -4.07 3.77 -3.10  0.121
C -4.62 4.80 -1.09  -0.030
C -3.29 4.75 -0.58  -0.007
C -3.08 5.26 0.65  -0.059
C -4.08 5.97 1.37  -0.034
C -5.37 6.07 0.84  0.018
C -5.65 5.35 -0.34  -0.110
H -9.45 4.80 -1.59  0.131
H -10.04 3.26 -3.45  0.092
H -8.22 2.17 -4.92  0.110
H -5.89 2.75 -4.39  0.142
H -2.55 4.33 -1.23  0.077
H -2.13 5.19 1.17  0.088
H -3.91 6.42 2.36  0.105
H -6.19 6.46 1.41  0.116
O -2.97 7.52 -2.48  0.093
C -1.83 7.45 -2.02  -0.258
C -0.84 6.43 -2.62  -0.102
C -1.25 5.63 -3.61  -0.019
C -0.32 4.88 -4.31  -0.055
C 1.01 4.97 -4.01  -0.049
C 1.45 5.82 -3.00  0.020
C 0.49 6.60 -2.35  -0.104
C 0.98 7.53 -1.30  -0.323
O 2.16 7.62 -1.08  0.109
C -0.06 8.13 -0.43  -0.106
C 0.33 8.65 0.77  -0.032
C -0.61 9.17 1.64  -0.025
C -1.96 9.30 1.19  -0.046
C -2.33 8.86 -0.06  0.007
C -1.38 8.22 -0.88  -0.082
H -2.30 5.51 -3.80  0.102
H -0.62 4.14 -4.99  0.090
H 1.70 4.29 -4.48  0.110
H 2.50 5.96 -2.75  0.123
H 1.39 8.57 0.89  0.118
H -0.36 9.53 2.69  0.134
H -2.72 9.63 1.85  0.092
H -3.34 8.83 -0.42  0.112
O -1.70 -4.95 3.06  0.101
C -0.79 -5.58 3.56  -0.275
C -0.91 -6.04 5.01  -0.056
C -2.02 -5.60 5.84  0.011
C -2.20 -6.12 7.12  -0.024
C -1.13 -6.98 7.58  -0.066
C -0.09 -7.37 6.85  -0.025
C 0.08 -6.84 5.54  -0.090
C 1.28 -7.30 4.81  -0.292
O 2.21 -7.84 5.36  0.090
C 1.36 -7.00 3.33  -0.059
C 2.36 -7.63 2.56  0.033
C 2.40 -7.32 1.18  -0.039
C 1.46 -6.49 0.62  -0.092
C 0.43 -5.96 1.33  -0.027
C 0.40 -6.11 2.72  -0.073
H -2.84 -4.96 5.54  0.114
H -3.10 -5.99 7.62  0.085
H -1.31 -7.42 8.56  0.109
H 0.71 -7.99 7.23  0.116
H 2.97 -8.31 3.06  0.067
H 3.17 -7.73 0.59  0.094
H 1.44 -6.27 -0.47  0.119
H -0.45 -5.38 0.88  0.151
O -0.69 3.45 2.47  0.118
C -0.53 3.10 3.60  -0.306
C -1.31 3.65 4.73  -0.091
C -2.30 4.58 4.38  -0.017
C -3.02 5.21 5.35  -0.042
C -2.72 4.95 6.71  -0.046
C -1.76 4.05 7.05  0.000
C -1.04 3.39 6.05  -0.091
C -0.01 2.41 6.37  -0.308
O 0.33 2.21 7.50  0.129
C 0.71 1.79 5.23  -0.058
C 1.69 0.81 5.54  0.007
C 2.48 0.23 4.60  -0.051
C 2.36 0.69 3.32  -0.051
C 1.37 1.53 2.99  -0.005
C 0.51 2.10 3.89  -0.086
H -2.52 4.75 3.34  0.088
H -3.84 5.85 5.06  0.108
H -3.27 5.45 7.51  0.114
H -1.56 3.76 8.08  0.130
H 1.80 0.55 6.57  0.121
H 3.09 -0.60 4.89  0.111
H 2.94 0.23 2.52  0.096
H 1.23 1.84 1.96  0.097
O 2.80 0.56 0.26  0.130
C 2.24 0.03 -0.60  -0.346
C 1.16 0.76 -1.32  -0.057
C 0.71 2.01 -0.72  0.047
C -0.41 2.64 -1.34  -0.041
C -1.01 2.11 -2.50  -0.032
C -0.57 0.87 -3.02  0.010
C 0.50 0.22 -2.42  -0.094
C 0.69 -1.24 -2.68  -0.230
O -0.08 -1.89 -3.40  0.060
C 1.81 -1.91 -2.00  -0.072
C 2.15 -3.14 -2.46  -0.025
C 3.14 -3.90 -1.91  -0.060
C 3.90 -3.38 -0.88  -0.024
C 3.61 -2.08 -0.39  0.019
C 2.56 -1.36 -0.92  -0.075
H 1.16 2.50 0.13  0.075
H -0.79 3.62 -0.99  0.088
H -1.88 2.72 -2.85  0.100
H -1.05 0.33 -3.86  0.120
H 1.68 -3.57 -3.31  0.114
H 3.36 -4.85 -2.43  0.120
H 4.63 -4.06 -0.46  0.103
H 4.27 -1.74 0.37  0.082
O 0.67 -8.94 -6.19  0.083
C 0.48 -7.79 -6.59  -0.234
C 0.83 -7.35 -7.98  -0.076
C 1.28 -8.34 -8.83  -0.012
C 1.71 -7.91 -10.06  -0.061
C 1.57 -6.60 -10.49  -0.072
C 1.07 -5.61 -9.67  -0.006
C 0.64 -5.97 -8.37  -0.033
C 0.08 -4.95 -7.38  -0.280
O 0.02 -3.78 -7.70  0.111
C -0.34 -5.44 -6.06  -0.111
C -0.79 -4.50 -5.11  0.035
C -1.16 -4.95 -3.79  -0.029
C -1.11 -6.32 -3.54  -0.098
C -0.56 -7.18 -4.40  -0.024
C -0.20 -6.72 -5.67  -0.084
H 1.54 -9.30 -8.53  0.101
H 2.20 -8.64 -10.69  0.106
H 2.00 -6.36 -11.45  0.108
H 0.93 -4.59 -10.00  0.119
H -0.74 -3.45 -5.29  0.074
H -1.32 -4.25 -2.93  0.119
H -1.40 -6.64 -2.55  0.107
H -0.36 -8.24 -4.30  0.120
O -6.72 3.66 -9.95  0.056
C -5.94 3.88 -8.99  -0.227
C -4.57 3.30 -9.10  -0.088
C -4.24 2.66 -10.34  -0.005
C -2.98 2.14 -10.38  -0.072
C -2.15 2.06 -9.23  -0.052
C -2.44 2.72 -8.04  0.003
C -3.67 3.38 -8.04  -0.074
C -3.96 4.15 -6.75  -0.208
O -3.27 4.13 -5.77  0.105
C -5.36 4.93 -6.78  -0.067
C -5.77 5.60 -5.66  -0.014
C -7.10 6.05 -5.47  -0.026
C -8.00 5.79 -6.49  -0.077
C -7.58 5.10 -7.58  -0.044
C -6.30 4.66 -7.73  -0.114
H -4.95 2.55 -11.14  0.117
H -2.53 1.61 -11.25  0.118
H -1.17 1.57 -9.26  0.112
H -1.87 2.70 -7.18  0.089
H -5.10 5.71 -4.85  0.102
H -7.37 6.58 -4.58  0.106
H -9.05 6.15 -6.59  0.127
H -8.38 5.00 -8.41  0.157

As for the total charge: 0. As for the HOMO energy: -9.334 eV. As for the gap between HOMO and LUMO: 8.123 eV. For the total energy, the calculation gives -224915.5984 eV. The strongest force on any atom comes out at 0.104 hartree/bohr. The value obtained for the LUMO energy is -1.2 eV. The SMILES is O=C1c2ccccc2C(=O)c2ccccc21.O=C1c2ccccc2C(=O)c2ccccc21.O=C1c2ccccc2C(=O)c2ccccc21.O=C1c2ccccc2C(=O)c2ccccc21.O=C1c2ccccc2C(=O)c2ccccc21.O=C1c2ccccc2C(=O)c2ccccc21.O=C1c2ccccc2C(=O)c2ccccc21.O=C1c2ccccc2C(=O)c2ccccc21.O=C1c2ccccc2C(=O)c2ccccc21.O=C1c2ccccc2C(=O)c2ccccc21.O=C1c2ccccc2C(=O)c2ccccc21.O=C1c2ccccc2C(=O)c2ccccc21.

Question: strongest force on any atom of number 1 (C21H32N2O4S)?
Answer: 0.016 hartree/bohr

Question: LUMO of number 2 (C168H96O24)?
Answer: -1.2 eV